[1]
Computed, not measured: C30H47BO2P2Ti as an isolated structure at a distorted geometry, with ωB97M-V/def2-TZVPD.

```
83
Properties=species:S:1:pos:R:3:forces:R:3
C 1.67006 -3.56660 0.73130 0.93 0.01 0.71
C -3.57635 0.84250 1.75191 -0.62 -0.32 0.02
H -5.12796 -0.55554 0.83824 1.03 -0.22 -0.51
H -3.82462 -3.73770 -2.33208 -0.27 0.64 -0.01
P -2.26537 -0.42867 1.67791 1.48 0.30 -1.16
C -4.51383 -2.01045 -3.29345 -0.71 -1.34 -0.31
C -1.00967 -3.50407 -2.39677 0.24 -0.61 -0.75
H -1.36728 2.56626 -2.89965 -0.05 0.13 0.23
H -5.23720 -0.31177 -4.35651 -0.13 -0.31 0.13
H -3.19068 1.78131 2.16847 0.18 -0.40 0.01
H -0.62966 2.40767 2.16691 0.02 0.29 -0.17
H -4.50609 0.74350 -1.29752 -0.41 0.07 0.44
C -5.15348 -0.13720 -1.25874 -0.95 -0.01 0.63
H 2.08746 -2.52977 3.93808 0.14 -0.37 -0.10
H 0.29500 3.76774 1.47914 -0.31 -0.37 -0.14
H -3.13529 -0.84383 -2.12579 0.05 0.00 -0.16
H 2.67218 -5.05747 -0.36710 0.32 -0.18 0.24
H 2.45665 -1.17264 -1.92710 0.04 0.05 0.25
H -6.67467 -3.33772 -1.90180 0.38 0.09 0.00
C 1.39274 0.28873 -0.75475 -0.64 1.74 -0.97
C -0.41274 2.95103 1.23534 0.05 0.25 0.24
H 1.67720 0.93736 -3.66187 -0.29 -0.09 -0.03
C -0.16235 1.99859 -1.21074 0.48 -0.86 0.15
C -2.05841 -0.73863 -2.17373 -0.68 -1.92 -0.75
H -6.46261 -1.56567 -4.08199 0.43 0.12 -0.03
C -2.79580 -2.19294 1.39782 -0.15 0.06 0.49
H -1.92615 0.39573 -2.02075 0.42 -0.49 0.23
H -0.57441 3.92229 -2.08544 -0.18 -0.21 0.01
H 3.00723 1.19343 1.47877 -0.40 -0.09 0.02
C -4.59443 -2.94806 -2.33398 0.33 -0.30 -1.22
H 1.59083 1.51974 2.49647 0.09 -0.20 -0.17
C 1.96920 0.87696 1.69036 0.14 -0.22 0.58
H -2.17504 -2.83184 2.03445 0.01 0.30 0.13
C 2.22335 -3.13738 3.04262 -0.41 0.17 -0.20
C 0.60334 0.92242 -1.81090 0.74 0.33 1.33
H -0.59533 -0.89448 3.32827 -0.33 0.15 0.05
H -0.89998 -3.03067 -3.37928 -0.10 -0.01 0.19
H -1.84077 -4.21960 -2.46439 0.17 0.30 0.07
Ti -0.93751 0.06428 -0.48452 2.96 -0.46 3.34
H -2.90284 -3.76856 -0.12865 0.07 0.07 0.21
C -1.07007 2.95293 -1.91651 0.04 0.46 -0.06
H 2.88711 -1.15910 -0.19885 0.04 -0.01 -0.14
H 3.72156 -4.46526 3.81309 -0.01 0.11 -0.18
C -5.61084 -1.03772 -3.61660 0.15 0.36 -0.57
C 0.13699 2.00826 0.21316 0.80 -0.87 -0.87
C 3.14544 -4.18377 2.93585 0.11 -0.22 0.01
H 3.45354 0.13509 -1.26752 -0.26 -0.16 0.07
O 0.93522 -3.04728 -0.26621 -1.16 1.44 -0.36
C -5.25386 -0.93241 -0.17571 -1.02 0.69 -0.15
P -1.33421 -2.23979 -1.15676 -1.90 1.46 -1.03
H -0.09380 1.02257 -3.84532 0.24 -0.17 0.04
C 1.46325 -2.86693 1.91621 0.08 -0.61 -0.42
C 1.14426 1.00622 0.46049 -0.86 0.59 -1.07
H -5.48398 -4.20706 -0.92740 -0.35 0.28 -0.29
C -2.72043 -2.69102 -0.05138 -0.65 -0.08 -0.38
H 4.03853 -5.71905 1.67673 -0.04 0.18 0.25
H -6.43469 0.73426 -2.72266 0.00 -0.34 0.24
H -7.02183 -2.13537 -0.03265 0.26 -0.03 0.11
H -1.96633 3.14482 -1.31005 0.09 0.05 -0.31
H -1.72352 -0.89924 -3.20149 -0.08 0.07 0.12
H -1.33924 3.41364 0.87482 0.16 -0.04 0.16
C 2.60286 -0.53225 -1.04923 0.22 -0.32 0.09
H 0.69888 -0.52092 -3.40268 0.01 0.30 -0.09
H -3.69355 -2.04162 -4.02520 -0.25 -0.13 0.50
H -3.51809 -2.20770 -0.60671 -0.22 -0.19 0.22
B 0.16025 -1.89955 0.25321 1.95 0.14 1.71
C -5.71563 -3.22227 -1.37039 -0.24 -0.40 0.35
H -4.39592 0.47492 2.37708 -0.08 0.38 0.01
C 0.71937 0.57047 -3.26169 0.13 0.06 -0.11
H -0.08771 -4.08067 -2.22907 -0.31 0.40 0.34
C 2.59431 -4.58197 0.60548 -0.43 0.29 -0.01
C -5.93415 -2.26970 -0.15394 -0.41 -0.14 -0.06
H -2.22983 -0.84488 4.06885 0.15 0.15 -0.11
C -6.13907 -0.27813 -2.40309 0.02 -0.27 0.09
O 0.48581 -1.93072 1.71549 -0.56 0.22 -1.33
H -1.39518 0.67537 3.63746 -0.08 -0.31 -0.14
H -7.04875 -0.78847 -2.03275 0.45 0.36 -0.03
H -3.82955 -2.27855 1.75459 0.17 -0.31 -0.09
H 2.01477 -0.15799 2.06298 -0.01 0.38 -0.12
C -1.55747 -0.37074 3.33972 0.08 -0.16 0.50
H -5.58905 -2.79651 0.75271 -0.25 0.24 -0.30
H -3.95474 1.05839 0.74476 0.06 0.02 0.37
C 3.32644 -4.90185 1.74583 -0.08 0.02 0.03
```
Positions in Å, forces in eV/Å.

Calculated values
ΔE to the lowest compared entry with this formula, charge and spin: 85.80 kcal per mole
maximum force: 4.5 eV/Å
E_HOMO (spin up / spin down): -9.2 / -8.9 eV
net charge: +1
spin multiplicity: 2
frontier orbital gap (spin up / spin down): 6.7 / 6.3 eV


[2]
Computed, not measured: C18H15FeN2O2Se5Te as an isolated structure at a distorted geometry, with ωB97M-V/def2-TZVPD.

```
44
Properties=species:S:1:pos:R:3:forces:R:3
C 0.35042 -0.69158 2.49581 -0.03 0.00 0.08
Se 3.52922 -2.28112 0.84520 0.02 0.22 -0.02
N 0.64685 -0.92571 -2.45358 0.16 -0.62 -0.02
C 0.17587 -1.26489 3.77719 -0.02 -0.04 -0.06
C -0.01593 -1.53955 -3.42054 -0.08 0.00 -0.05
Fe 0.06412 -0.95860 -0.44182 -0.54 1.32 0.43
H -0.16705 -2.04691 -5.49595 0.02 0.00 0.01
C 0.49780 -0.58466 4.92208 0.02 0.05 0.09
H 1.58880 2.30201 3.58579 -0.01 -0.01 -0.01
Se -1.22463 -3.19060 -0.88128 0.14 -0.10 0.07
C 1.79463 -0.31176 -2.75193 0.08 0.30 -0.06
H 1.25908 1.25356 5.77085 0.00 0.00 0.00
H 0.34844 -1.05966 5.88443 0.00 -0.01 -0.01
C -3.16188 2.14397 -1.05188 -0.07 -0.03 0.07
H -0.23673 -2.26530 3.81464 0.00 0.00 0.00
C 0.40736 -1.53210 -4.73739 -0.02 -0.01 -0.19
H 0.73599 3.32995 1.58073 0.01 0.00 0.00
C 0.88951 0.62359 2.43626 0.01 0.06 -0.06
C 1.58729 -0.88004 -5.04905 -0.03 -0.01 0.04
H -3.30898 3.05435 -1.61463 0.04 -0.02 -0.01
C -1.92687 1.46435 -1.19344 0.29 0.28 -0.46
C -3.90744 0.46779 0.48341 0.03 0.04 -0.04
H -5.08434 2.17584 -0.13985 -0.01 -0.01 0.01
C 1.00996 0.71791 4.86571 -0.01 -0.03 -0.04
H -4.64199 0.04239 1.15173 -0.02 0.01 0.00
H -2.44590 -1.03800 0.87036 0.03 -0.01 0.00
C 2.30553 -0.26994 -4.03336 -0.05 0.00 0.05
N -1.72070 0.33165 -0.49865 0.05 -0.70 0.29
H 1.64813 3.03708 0.08588 -0.02 0.00 -0.01
C -2.69076 -0.13868 0.31665 -0.10 0.14 -0.01
H 2.45596 2.96278 1.67894 0.02 -0.02 -0.02
C 1.19002 1.29778 3.63534 -0.02 0.01 0.08
H 2.27769 0.19553 -1.92914 0.03 -0.02 0.01
Se 0.91722 -4.15986 -1.30940 0.05 -0.43 -0.04
H 3.23447 0.24667 -4.22395 0.00 -0.01 0.00
O 1.20275 0.68203 0.09143 0.16 -0.15 0.14
Se -1.62588 -2.54133 -3.06519 0.06 0.03 -0.06
C 1.53993 2.74764 1.12729 -0.01 0.01 0.06
C 1.19625 1.28347 1.17175 0.07 -0.02 -0.07
Se -0.62227 2.13847 -2.36789 -0.22 0.03 0.09
H 1.94613 -0.86980 -6.06974 0.00 0.03 0.00
O -0.02379 -1.39145 1.46135 0.24 -0.20 -0.23
Te 2.14698 -4.20856 0.90954 -0.31 -0.05 -0.08
C -4.14126 1.65125 -0.23371 0.02 -0.04 0.05
```
Positions in Å, forces in eV/Å.

Calculated values
ΔE to the lowest compared entry with this formula, charge and spin: 26.30 kcal per mole
maximum force: 1.5 eV/Å
E_HOMO (spin up / spin down): -6.3 / -6.3 eV
spin multiplicity: 6
frontier orbital gap (spin up / spin down): 5.0 / 3.7 eV


[3]
Computed, not measured: an isolated molecule of C4HCl3 at a distorted geometry, with ωB97M-V/def2-TZVPD.

```
8
Properties=species:S:1:pos:R:3:forces:R:3
C -1.01894 0.07467 -1.42539 1.45 0.24 1.18
C 0.42006 -1.48907 -0.58017 0.48 -4.05 -0.08
C 0.05040 -0.18388 -0.61555 -1.96 0.71 -0.59
Cl -1.67858 -1.04031 -2.55649 0.24 0.35 0.23
Cl -1.83611 1.53486 -1.24305 -0.62 0.90 -0.21
H 0.39045 0.28510 0.29514 -0.33 1.45 -0.45
C 0.32574 -2.69358 -0.50318 0.73 1.14 -0.12
Cl 0.41365 -4.30841 -0.47173 0.01 -0.74 0.04
```
Positions in Å, forces in eV/Å.

Calculated values
SMILES: ClC#CC=C(Cl)Cl
ΔE to the lowest compared entry with this formula, charge and spin: 0.00 kcal per mole
maximum force: 4.1 eV/Å
E_HOMO: -8.7 eV
frontier orbital gap: 8.9 eV